#i
Below is a cluster of 4 separate species, C3H12NO4 in total, with properties calculated with the ωB97M-V functional and the def2-TZVPD basis.

Each atom is followed by the atoms it is bonded to, with distances in Å.
CARTESIAN COORDINATES (ANGSTROEM)
1 O -2.709 2.386 -0.016  C8 1.452, H10 0.966
2 O 1.290 -2.319 -0.852  H15 0.969, H20 0.957
3 O -0.598 -1.215 0.747  C7 1.215
4 O -2.280 -0.981 3.259  H16 0.965, H18 0.957
5 N 4.235 -0.346 -3.268  H9 1.000, H13 1.006, H14 1.002
6 C -1.157 1.018 1.158  C7 1.438, C8 1.473, H12 1.097
7 C -0.603 -0.057 0.380  O3 1.215, C6 1.438, H11 1.112
8 C -1.359 2.328 0.516  O1 1.452, C6 1.473, H17 1.095, H19 1.106
9 H 3.509 0.092 -2.738  N5 1.000
10 H -3.142 1.539 0.155  O1 0.966
11 H -0.153 0.238 -0.593  C7 1.112
12 H -1.452 0.829 2.198  C6 1.097
13 H 5.143 -0.303 -2.838  N5 1.006
14 H 4.282 -0.302 -4.268  N5 1.002
15 H 0.530 -2.097 -0.294  O2 0.969
16 H -1.981 -1.653 2.634  O4 0.965
17 H -0.689 2.533 -0.325  C8 1.095
18 H -2.808 -1.536 3.833  O4 0.957
19 H -1.340 3.114 1.294  C8 1.106
20 H 1.281 -3.268 -0.982  O2 0.957

total charge = +1
LUMO energy = -9.641 eV
2S+1 = 1
HOMO energy = -11.7 eV

#ii
Below is a cluster of 3 separate species, C3H12NO4 in total, with properties calculated with the ωB97M-V functional and the def2-TZVPD basis.

Each atom is followed by the atoms it is bonded to, with distances in Å.
CARTESIAN COORDINATES (ANGSTROEM)
1 O 1.106 -1.119 2.590  H10 0.968, H14 0.898
2 O 2.050 -0.319 -0.421  H9 0.926, H13 0.950
3 O -0.059 -0.888 -1.584  C7 1.195
4 O 0.316 1.388 -1.743  C7 1.389, H19 0.973
5 N -0.629 -0.347 1.222  C6 1.541, H12 1.114, H16 1.103, H17 1.135
6 C -0.911 0.678 0.106  N5 1.541, C7 1.540, C8 1.579, H20 1.137
7 C -0.134 0.219 -1.142  O3 1.195, O4 1.389, C6 1.540
8 C -2.481 0.835 0.053  C6 1.579, H11 1.053, H15 1.062, H18 1.113
9 H 2.905 -0.111 -0.708  O2 0.926
10 H 1.934 -0.705 2.875  O1 0.968
11 H -3.027 0.729 0.947  C8 1.053
12 H 0.484 -0.394 1.262  N5 1.114
13 H 1.967 -1.258 -0.538  O2 0.950
14 H 1.186 -2.005 2.703  O1 0.898
15 H -2.646 1.768 -0.427  C8 1.062
16 H -0.855 -1.370 0.877  N5 1.103
17 H -1.146 -0.015 2.177  N5 1.135
18 H -2.993 0.000 -0.476  C8 1.113
19 H 0.900 1.238 -2.506  O4 0.973
20 H -0.448 1.667 0.422  C6 1.137

total charge = +1
LUMO energy = -3.346 eV
2S+1 = 1
HOMO energy = -14.7 eV

Computed relative energies in units of kJ/mol: #i 461.5; #ii 0.0